C4H8ClN | wB97M-V/def2-TZVPD

For the frontier orbital gap, the calculation gives 9.5 eV. The value obtained for the HOMO energy is -8.63 eV. As for the strongest force on any atom: 5.4 eV/Å. The value obtained for the molecular weight is 105.568 g/mol.

Atoms and positions in Å:
1 C 1.66099 -0.84329 -0.20999
2 C 0.38215 -0.31283 -0.47859
3 C -0.29568 0.75115 0.23855
4 C -0.73010 -0.68131 0.48401
5 H 2.50138 -0.03012 -0.34677
6 H 1.75599 -1.01659 0.91704
7 H 1.79873 -1.72197 -0.84063
8 H -0.02207 -0.46285 -1.53152
9 H 0.43849 1.25005 1.02245
10 H -1.37658 2.55285 0.53758
11 H -2.07833 0.81787 -0.68639
12 H -0.54559 -1.08340 1.43420
13 N -1.10339 1.67570 -0.37981
14 Cl -2.38598 -0.89527 -0.16013

Forces on the atoms, in the same order (eV/Å):
4.26 1.03 2.03
-4.18 -0.75 -3.11
3.51 1.49 3.19
-0.88 1.28 -0.72
-1.36 -1.64 -0.33
-0.01 -0.43 -1.50
0.61 -0.07 0.50
0.77 0.42 1.12
-1.69 -1.29 -1.13
0.35 -3.80 -3.76
2.58 4.01 1.20
-0.01 -0.93 0.93
-4.46 1.80 1.14
0.49 -1.13 0.44

Mulliken atomic charges, in units of e: number 1, C, carries -1.31; number 2, C, carries 0.36; number 3, C, carries -0.17; number 4, C, carries -0.35; number 5, H, carries 0.25; number 6, H, carries 0.26; number 7, H, carries 0.36; number 8, H, carries 0.27; number 9, H, carries 0.24; number 10, H, carries 0.27; number 11, H, carries 0.35; number 12, H, carries 0.38; number 13, N, carries -0.67; number 14, Cl, carries -0.26

***

C4H10N4 | wB97M-V/def2-TZVPD

For the frontier orbital gap, the calculation gives 9.5 eV. The value obtained for the HOMO energy is -8.84 eV. As for the strongest force on any atom: 2.6 eV/Å. The value obtained for the molecular weight is 114.152 g/mol.

Atoms and positions in Å:
1 C -1.53791 -1.10266 -0.82487
2 C 1.42474 -1.16417 0.91701
3 N 0.68356 2.15775 -0.21588
4 N -0.25859 2.16140 -1.08846
5 C -0.91099 -0.15223 0.14510
6 C 0.77375 -0.09457 0.05550
7 N 1.19076 1.19016 0.45958
8 N -1.55875 0.27343 1.12925
9 H 0.87930 3.07471 0.19245
10 H -0.26367 1.31996 -1.66366
11 H -1.05308 0.92814 1.72390
12 H 0.95005 -0.27712 -1.01464
13 H -1.04344 -2.07264 -0.77375
14 H -1.44145 -0.73350 -1.84632
15 H -2.59107 -1.23401 -0.58704
16 H 2.50733 -1.13077 0.80406
17 H 1.17935 -0.99243 1.96200
18 H 1.07014 -2.15147 0.62578

Forces on the atoms, in the same order (eV/Å):
-0.11 0.13 -0.05
-0.28 0.16 -0.16
-1.40 -1.00 0.78
0.80 1.06 -1.00
2.18 -1.24 0.74
-2.47 0.19 -0.64
1.22 0.91 0.00
-0.68 0.64 -0.10
0.05 -0.21 -0.17
-0.02 -0.30 0.63
0.36 -0.26 0.05
0.25 -0.02 0.00
0.09 -0.04 -0.04
0.01 -0.03 -0.11
0.00 0.06 -0.02
0.01 0.02 -0.03
-0.01 -0.02 0.08
0.01 -0.05 0.04

Mulliken atomic charges, in units of e: number 1, C, carries -1.20; number 2, C, carries -1.31; number 3, N, carries 0.50; number 4, N, carries -0.74; number 5, C, carries 0.72; number 6, C, carries 0.23; number 7, N, carries -0.60; number 8, N, carries -0.76; number 9, H, carries 0.30; number 10, H, carries 0.29; number 11, H, carries 0.25; number 12, H, carries 0.38; number 13, H, carries 0.26; number 14, H, carries 0.27; number 15, H, carries 0.40; number 16, H, carries 0.36; number 17, H, carries 0.30; number 18, H, carries 0.36

***

C3H12NO4 | wB97M-V/def2-TZVPD

For the frontier orbital gap, the calculation gives 8.8 eV. The total charge is -1. The value obtained for the HOMO energy is -4.88 eV. As for the strongest force on any atom: 2.4 eV/Å. The value obtained for the molecular weight is 126.132 g/mol.

Atoms and positions in Å:
1 C -0.84418 -1.31406 1.10065
2 O 0.02668 -2.25338 0.54494
3 C -0.62953 0.11910 0.71852
4 C 0.80897 0.58574 0.64782
5 O 0.79342 1.96208 0.31541
6 N -1.37953 0.89307 1.80913
7 H -1.92992 -1.57667 1.04069
8 H -0.45033 -1.24818 2.17656
9 H -1.06208 0.38735 -0.20439
10 H 1.33593 -0.05536 -0.04697
11 H 1.34181 0.42206 1.65370
12 H 0.70646 1.95528 -0.63702
13 H -1.25996 1.92893 1.59308
14 H -0.79224 0.75800 2.68433
15 H 0.17954 -1.94423 -0.41009
16 H 0.49721 -1.34890 -2.94966
17 O 0.37946 -1.30013 -2.02685
18 H 0.45499 0.10648 -2.16816
19 H 0.02521 1.62336 -2.79554
20 O 0.62526 1.14090 -2.25879

Forces on the atoms, in the same order (eV/Å):
1.04 -0.07 2.22
0.03 0.46 -1.99
-0.44 1.08 2.00
0.27 -0.58 1.51
0.64 -0.03 1.14
1.38 1.07 0.04
0.77 0.07 0.17
-1.31 -0.57 -0.68
-0.71 0.19 -1.23
0.30 0.23 -0.51
-0.80 0.45 -1.10
0.03 -0.08 -1.21
-0.09 -1.77 0.24
-0.95 0.23 -1.29
-0.05 -0.82 0.54
0.23 -0.76 -1.62
-0.33 0.61 1.65
-0.30 -0.59 0.16
-0.92 0.12 -0.72
1.21 0.78 0.68

Mulliken atomic charges, in units of e: number 1, C, carries -0.46; number 2, O, carries -0.53; number 3, C, carries 0.04; number 4, C, carries -0.70; number 5, O, carries -0.58; number 6, N, carries -0.82; number 7, H, carries 0.24; number 8, H, carries 0.24; number 9, H, carries 0.37; number 10, H, carries 0.37; number 11, H, carries 0.31; number 12, H, carries 0.47; number 13, H, carries 0.31; number 14, H, carries 0.34; number 15, H, carries 0.42; number 16, H, carries 0.17; number 17, O, carries -1.04; number 18, H, carries 0.38; number 19, H, carries 0.24; number 20, O, carries -0.78